Density functional theory data (ωB97M-V/def2-TZVPD) for a cluster of 2 separate species, C25H32N2O6 in total in a non-equilibrium geometry.

Geometry (Å):
C -1.151 1.506 -1.814
C -0.164 2.074 -2.818
O -0.602 2.416 -3.911
O 1.139 2.117 -2.437
C 2.034 2.875 -3.273
C 2.043 4.311 -2.811
C 1.582 5.345 -3.639
C 1.566 6.665 -3.176
C 2.000 6.960 -1.879
C 2.471 5.940 -1.041
C 2.913 6.228 0.326
C 4.186 5.832 0.757
C 4.597 6.086 2.068
C 3.731 6.719 2.964
C 2.442 7.118 2.561
C 1.516 7.755 3.520
O 0.431 8.150 3.125
O 1.904 7.867 4.812
C 2.057 6.876 1.227
C 2.494 4.623 -1.521
H -0.949 0.444 -1.657
H -2.176 1.624 -2.178
H -1.052 2.033 -0.862
H 3.044 2.465 -3.175
H 1.772 2.808 -4.335
H 1.217 5.122 -4.637
H 1.200 7.460 -3.819
H 1.977 7.986 -1.524
H 4.860 5.333 0.067
H 5.588 5.783 2.393
H 4.064 6.895 3.983
H 1.156 8.300 5.250
H 1.065 7.167 0.890
H 2.834 3.823 -0.870
C -5.221 -7.053 0.750
N -4.825 -6.414 -0.503
C -3.799 -5.597 -0.778
O -3.806 -5.055 -1.877
C -2.670 -5.254 0.239
C -1.347 -4.844 -0.456
C -0.241 -4.308 0.474
C 1.064 -4.142 -0.306
C -0.627 -2.954 1.077
N -2.378 -6.240 1.295
C -2.028 -7.514 1.101
C -1.685 -8.304 2.342
O -1.975 -8.048 0.003
H -5.045 -6.385 1.593
H -4.663 -7.981 0.885
H -6.284 -7.294 0.712
H -5.434 -6.554 -1.294
H -3.047 -4.367 0.745
H -0.964 -5.714 -0.991
H -1.560 -4.076 -1.202
H -0.054 -5.013 1.284
H 0.921 -3.441 -1.129
H 1.849 -3.773 0.354
H 1.371 -5.107 -0.711
H 0.204 -2.560 1.662
H -0.874 -2.248 0.283
H -1.486 -3.071 1.735
H -2.385 -5.912 2.246
H -2.546 -8.333 3.007
H -0.842 -7.833 2.843
H -1.411 -9.317 2.050

Cartesian forces, eV/Å:
0.62 0.10 0.41
-1.55 0.09 -1.65
1.50 -0.02 1.23
-0.69 -0.20 -0.13
0.27 0.50 -0.38
-0.06 0.62 0.00
0.10 0.07 0.38
0.16 -0.33 0.40
-0.13 -0.32 -0.39
-0.37 -0.26 -0.90
0.20 0.26 1.04
-0.08 0.16 0.48
-0.45 0.11 -0.13
-0.05 -0.08 -0.21
1.53 -0.71 -0.23
-1.54 0.42 -1.04
0.72 -0.11 0.90
0.04 -0.14 -0.65
0.08 0.05 0.31
-0.16 0.28 -0.36
0.04 0.08 0.10
0.42 0.04 -0.14
0.06 -0.18 0.03
-0.34 -0.29 0.30
-0.26 -0.07 0.33
0.05 -0.05 0.14
0.07 -0.11 0.09
0.03 -0.12 0.01
-0.10 0.06 0.04
-0.14 0.06 -0.03
-0.15 0.01 -0.15
0.03 0.01 0.07
0.14 -0.01 0.17
-0.01 0.06 -0.02
0.41 0.04 -0.31
-0.72 -0.71 1.13
0.46 0.41 -0.92
0.71 0.20 0.31
0.47 -0.21 0.05
-0.04 -0.15 -0.09
-0.26 0.42 -0.26
-0.30 -0.39 0.10
0.03 -0.52 0.08
-0.81 1.20 0.04
0.47 -1.49 -0.63
0.00 0.08 -0.05
-0.17 0.45 -0.12
-0.06 -0.10 -0.01
-0.05 -0.03 0.20
0.10 0.11 -0.06
0.11 0.15 -0.01
-0.13 0.06 0.23
-0.08 -0.05 -0.05
-0.12 -0.08 -0.06
-0.05 -0.14 0.09
0.10 0.03 -0.05
0.07 0.05 -0.08
0.13 0.07 -0.11
-0.06 0.12 0.04
-0.03 0.07 0.03
-0.12 0.24 0.10
-0.01 0.06 -0.04
0.03 -0.02 0.21
0.02 -0.01 0.23
-0.07 0.17 0.01

total charge	0
energy above the lowest of the compared OMol25 structures with the same formula, charge and spin	8.3	kJ/mol
SMILES	CC(=O)OCc1cccc(-c2cccc(C(=O)O)c2)c1.CNC(=O)[C@H](CC(C)C)NC(C)=O
E_LUMO	0.221	eV
orbital gap	9.238	eV

***

Density functional theory data (ωB97M-V/def2-TZVPD) for an isolated molecule of C5H5NO in a non-equilibrium geometry.

Geometry (Å):
C 0.773 1.995 -1.000
C 0.560 0.843 -0.723
C 0.224 -0.542 -0.361
C 1.420 -1.279 0.080
N 2.339 -1.868 0.459
C -0.856 -0.569 0.758
O -1.982 0.174 0.386
H 0.991 3.010 -1.253
H -0.185 -1.049 -1.245
H -0.398 -0.207 1.690
H -1.181 -1.605 0.904
H -1.705 1.098 0.306

Cartesian forces, eV/Å:
-0.07 -0.51 0.15
0.06 0.51 -0.11
0.01 0.01 -0.06
0.80 -0.53 0.32
-0.91 0.56 -0.37
0.22 -0.19 0.10
0.06 0.22 0.01
-0.04 -0.17 0.04
0.06 0.08 0.13
-0.11 -0.06 -0.16
0.09 0.20 0.00
-0.15 -0.13 -0.03

total charge	0
energy above the lowest of the compared OMol25 structures with the same formula, charge and spin	233.3	kJ/mol
SMILES	C#C[C@@H](C#N)CO
E_LUMO	0.702	eV
orbital gap	11.495	eV

***

Density functional theory data (ωB97M-V/def2-TZVPD) for a cluster of 2 separate species, C3H13N2O in total in a non-equilibrium geometry.

Geometry (Å):
C 0.881 0.550 -0.098
C 0.412 0.702 -1.556
C -0.579 -0.364 -1.980
N -1.881 -0.022 -1.348
N -0.124 -0.050 0.874
H 1.752 -0.090 0.051
H 1.253 1.480 0.345
H -0.092 1.660 -1.588
H 1.345 0.643 -2.109
H -0.318 -1.378 -1.670
H -0.736 -0.418 -3.058
H -2.198 0.860 -1.708
H -2.609 -0.700 -1.521
H -0.615 -0.820 0.426
H -0.839 0.663 1.006
H 0.273 -0.320 1.780
H 1.296 -0.324 4.692
H 1.647 -1.444 3.668
O 1.133 -0.628 3.793

Cartesian forces, eV/Å:
1.14 -0.60 1.03
0.11 -0.74 1.33
-1.35 -0.03 -0.24
0.57 -0.24 0.64
-0.20 1.00 -0.56
-0.07 -0.30 -0.67
-0.56 0.11 -0.15
0.22 0.33 -0.66
-0.17 0.45 -0.47
0.29 0.01 0.09
0.59 0.13 -0.13
-0.24 0.29 -0.15
0.02 -0.14 -0.20
-0.10 -0.16 0.04
-0.33 -0.18 0.30
0.15 0.12 0.10
0.03 -0.06 -0.01
-0.19 0.47 0.40
0.09 -0.45 -0.71

total charge	+1
energy above the lowest of the compared OMol25 structures with the same formula, charge and spin	51.4	kJ/mol
E_LUMO	-2.984	eV
orbital gap	10.710	eV

***

Density functional theory data (ωB97M-V/def2-TZVPD) for a structure of composition C35H60CaF12O30P2 in a non-equilibrium geometry.

Geometry (Å):
Ca 3.043 -6.233 2.453
P 5.313 -4.839 7.129
F 4.418 -4.580 8.427
F 4.369 -6.083 6.773
F 4.277 -4.033 6.105
F 5.939 -5.299 5.799
F 6.326 -3.578 7.330
F 6.401 -5.814 7.955
P 0.581 -0.742 -0.031
F 1.810 -0.297 -1.057
F -0.478 -1.167 -1.207
F 1.060 -2.334 0.024
F -0.663 -1.205 1.062
F 1.645 -0.510 1.183
F -0.073 0.764 0.074
C -4.492 1.646 5.801
C -3.758 2.963 5.496
C -4.853 3.968 5.188
O -4.424 5.105 5.829
C -3.585 4.788 6.798
O -3.203 5.569 7.609
O -3.113 3.480 6.691
H -5.216 1.667 6.615
H -3.712 0.934 6.070
H -4.958 1.206 4.919
H -3.113 2.921 4.618
H -5.827 3.672 5.578
H -5.031 4.138 4.127
C 0.904 3.444 -6.262
C -0.508 3.609 -6.975
C -1.811 3.360 -6.159
O -2.643 4.472 -6.359
C -2.012 5.333 -7.232
O -2.456 6.344 -7.753
O -0.744 4.883 -7.495
H 0.902 4.047 -5.354
H 1.764 3.710 -6.876
H 1.145 2.399 -6.068
H -0.522 2.852 -7.759
H -1.533 3.133 -5.129
H -2.344 2.556 -6.666
C -3.176 8.112 -1.171
C -4.450 8.976 -1.204
C -4.252 10.340 -1.745
O -5.338 10.488 -2.603
C -5.689 9.247 -2.999
O -6.410 8.905 -3.947
O -5.269 8.366 -2.155
H -3.333 7.062 -0.926
H -2.540 8.469 -0.360
H -2.782 8.136 -2.187
H -4.946 8.947 -0.234
H -3.332 10.367 -2.330
H -4.198 11.032 -0.904
C -8.963 1.678 -2.689
C -8.833 0.120 -2.893
C -7.712 -0.699 -2.150
O -8.346 -1.686 -1.392
C -9.625 -1.510 -1.551
O -10.484 -2.146 -0.996
O -9.910 -0.525 -2.348
H -10.008 1.986 -2.725
H -8.380 2.167 -3.470
H -8.689 2.017 -1.690
H -8.853 -0.039 -3.971
H -7.167 0.062 -1.591
H -7.043 -1.064 -2.929
C -2.476 -6.071 -9.593
C -2.303 -6.030 -8.053
C -2.529 -4.743 -7.369
O -3.183 -5.112 -6.154
C -3.647 -6.308 -6.306
O -4.326 -6.911 -5.471
O -3.237 -6.830 -7.485
H -2.209 -7.089 -9.878
H -1.751 -5.424 -10.086
H -3.502 -5.847 -9.886
H -1.328 -6.426 -7.768
H -2.995 -4.020 -8.038
H -1.586 -4.262 -7.112
C 8.550 -1.773 -2.820
O 7.864 -2.509 -1.949
C 7.725 -2.055 -0.601
O 6.946 -2.615 0.218
O 8.436 -0.968 -0.376
C 8.546 -0.289 0.930
H 8.321 -0.713 -2.712
H 8.309 -2.115 -3.827
H 9.596 -1.967 -2.584
H 9.330 0.463 1.017
H 8.600 -0.978 1.772
H 7.643 0.254 1.210
C 6.202 5.472 -0.975
O 5.160 5.715 0.043
C 5.525 6.235 1.219
O 6.618 6.691 1.454
O 4.440 6.239 2.136
C 3.315 5.421 1.876
H 6.855 4.639 -0.712
H 6.870 6.332 -1.026
H 5.896 5.274 -2.003
H 3.776 4.448 1.708
H 2.711 5.768 1.038
H 2.544 5.430 2.646
C 9.196 2.675 8.411
O 7.816 2.620 8.019
C 7.241 3.747 7.667
O 7.766 4.772 7.301
O 5.936 3.597 7.536
C 5.271 2.308 7.664
H 9.551 1.656 8.564
H 9.295 3.261 9.325
H 9.784 3.218 7.671
H 4.304 2.223 7.169
H 5.266 2.032 8.718
H 5.833 1.657 6.995
C -0.545 -10.357 -1.776
O 0.326 -10.025 -2.884
C 1.134 -9.015 -2.743
O 1.128 -8.272 -1.753
O 1.862 -8.963 -3.818
C 2.673 -7.785 -3.954
H -0.673 -11.439 -1.817
H -1.505 -9.894 -2.002
H -0.137 -10.032 -0.819
H 3.556 -7.771 -3.315
H 2.078 -6.907 -3.705
H 2.843 -7.649 -5.022
C -3.554 -5.870 2.363
O -3.612 -5.441 3.761
C -2.687 -5.710 4.602
O -1.576 -6.198 4.347
O -3.071 -5.247 5.865
C -2.266 -5.369 7.020
H -2.923 -6.730 2.139
H -3.226 -5.037 1.742
H -4.543 -6.192 2.037
H -2.980 -5.154 7.814
H -1.401 -4.705 7.037
H -1.960 -6.390 7.245

Cartesian forces, eV/Å:
-0.02 0.86 0.64
0.09 -0.58 1.19
0.75 0.71 -0.35
-2.25 -2.65 1.43
-0.41 1.89 0.90
4.26 0.01 -3.47
-1.44 -0.75 -0.19
-1.37 1.03 -0.40
-1.53 -0.66 1.43
-1.88 -0.56 0.44
1.27 0.75 -0.05
0.32 0.21 -0.61
1.51 0.37 -0.49
-0.89 0.49 -0.09
1.35 -1.00 -0.53
1.79 -0.81 -0.17
-2.08 -1.01 0.26
-0.75 -0.77 -0.83
-0.35 1.61 0.03
1.92 -0.03 1.03
-0.06 -0.36 0.19
-1.34 1.07 -1.26
0.12 0.51 -0.06
-0.11 -0.30 0.21
-0.11 0.34 -0.16
0.59 -0.31 0.50
-0.03 -0.13 0.32
0.42 0.17 -0.05
-1.30 0.46 -0.36
0.89 -1.44 0.62
0.99 -1.30 -0.53
0.61 1.85 -0.56
-0.30 1.60 -1.10
0.72 -2.66 1.74
-0.32 1.04 -0.33
0.24 -0.19 0.10
-0.41 0.63 -0.35
-0.66 -0.12 0.43
0.13 0.32 -0.51
-0.70 0.26 0.19
0.13 -0.46 0.67
-0.46 0.37 0.52
1.51 -2.43 1.42
1.32 0.24 0.78
-0.87 0.81 -1.17
-3.93 -0.77 -3.69
2.07 1.96 2.24
0.12 -1.64 0.63
-0.58 0.07 -0.04
0.55 0.26 -0.47
0.60 0.16 0.27
-0.18 0.14 0.02
0.16 0.30 0.01
-0.32 0.52 -0.52
0.20 -1.21 0.33
0.91 1.04 0.17
1.41 2.67 -2.03
1.97 0.10 -0.12
-3.22 -1.71 1.85
0.69 0.01 -0.24
-2.90 0.83 -0.71
-0.08 -0.28 -0.62
-0.06 0.22 0.24
0.58 -0.18 0.00
0.22 -0.22 -0.06
0.19 -0.60 0.74
0.09 -0.66 0.45
0.72 -0.28 1.05
1.57 0.21 -2.32
1.61 1.90 -0.08
0.36 2.43 -0.28
-2.50 -3.75 2.31
1.71 1.51 -2.35
-2.40 -2.18 1.31
-0.27 -0.01 -0.23
-0.17 0.21 0.02
0.11 0.07 0.04
0.35 -0.06 -0.24
-1.10 0.00 0.56
0.00 -0.06 0.23
2.25 1.77 -1.59
-3.29 -1.53 5.62
-2.67 -1.83 0.96
2.96 1.58 -3.05
0.95 0.85 0.37
-1.45 -0.52 0.94
0.18 0.09 -0.30
0.04 0.02 0.06
0.47 0.55 -0.67
0.37 -0.59 -1.01
0.50 -0.51 -0.45
-0.40 -0.02 -0.82
1.11 0.68 0.89
0.00 -0.94 -1.46
-0.50 0.44 0.83
-1.46 -0.50 0.28
2.31 1.20 -0.89
-0.11 -0.63 -1.00
-0.32 -0.13 0.49
-0.19 0.16 0.18
-1.25 0.14 0.52
-1.06 -0.39 -0.09
0.54 -0.09 -0.60
0.93 0.05 0.83
0.17 0.67 -0.07
0.91 -1.01 1.01
-0.24 0.80 -1.97
0.27 -0.50 1.04
-2.16 0.23 -0.07
1.46 -0.20 -0.70
-0.22 0.16 -0.13
-0.13 -0.19 0.17
-0.05 -0.28 -0.21
-0.28 1.27 0.52
-0.11 -0.36 -0.33
0.36 -0.61 0.75
-0.19 -0.06 -0.65
-0.70 -1.29 0.47
-0.98 0.88 2.22
0.79 -0.55 -1.33
1.32 0.88 -0.58
-0.77 0.96 -0.38
0.13 0.12 0.06
0.03 0.08 0.36
-0.05 0.02 -0.24
0.04 -0.41 -0.31
-0.09 -0.06 0.36
0.58 -0.51 0.19
0.15 -0.04 -0.18
-1.74 -0.23 -1.50
3.36 0.08 2.34
-1.73 0.47 0.55
-0.24 -0.70 -2.88
-0.12 -0.60 0.64
0.37 0.13 0.75
-0.04 0.08 0.26
-0.17 0.43 0.51
0.31 0.48 0.07
-0.16 0.05 -0.15
0.24 -0.13 -0.54

total charge	0
energy above the lowest of the compared OMol25 structures with the same formula, charge and spin	1572.7	kJ/mol
E_LUMO	-6.690	eV
orbital gap	3.547	eV

***

Density functional theory data (ωB97M-V/def2-TZVPD) for a structure of composition C43H36Cl2N8O8P2S3Se2W in a non-equilibrium geometry.

Geometry (Å):
W 0.523 0.262 -0.419
C -5.265 0.760 1.823
C -4.198 -0.254 2.024
N -3.895 -0.764 3.158
N -2.872 -1.724 2.888
C -2.328 -1.447 1.552
S -0.855 -0.396 1.789
N -3.479 -0.767 0.967
N -3.299 -0.120 -0.246
H -5.791 0.907 2.762
H -5.967 0.433 1.054
H -4.844 1.712 1.499
H -2.155 -1.620 3.599
H -3.025 0.857 -0.186
H -4.035 -0.320 -0.904
O 4.054 0.514 -2.358
S 2.628 0.550 -2.298
O 1.978 1.593 -1.450
O 1.950 -0.678 -1.840
C 2.131 1.011 -3.974
C 3.079 1.776 -4.642
C 2.787 2.337 -5.879
C 1.541 2.138 -6.448
C 0.593 1.368 -5.786
C 0.882 0.798 -4.557
S -0.417 -0.140 -3.757
O -1.642 0.199 -4.438
O -0.029 -1.526 -3.812
O -0.375 0.465 -2.405
H 4.045 1.925 -4.185
H 3.535 2.935 -6.384
H 1.299 2.586 -7.404
H -0.391 1.203 -6.202
Se 4.056 3.215 5.428
P 3.748 1.278 4.616
C 2.799 0.165 5.701
C 3.073 0.170 7.065
C 2.421 -0.716 7.905
C 1.482 -1.601 7.387
C 1.205 -1.605 6.030
C 1.868 -0.729 5.181
C 5.307 0.351 4.419
C 5.277 -0.959 3.942
C 6.450 -1.680 3.829
C 7.660 -1.102 4.199
C 7.692 0.199 4.674
C 6.514 0.928 4.782
C 2.988 1.134 3.008
C 1.721 1.352 2.471
N 1.839 0.929 1.178
N 3.095 0.564 0.938
N 3.799 0.669 2.012
P 0.231 2.349 2.885
Se -0.699 2.291 -0.169
C -0.307 1.950 4.604
C -1.571 1.365 4.705
C -2.126 1.063 5.940
C -1.430 1.365 7.100
C -0.189 1.980 7.015
C 0.364 2.277 5.779
C 1.072 3.964 3.089
C 0.599 4.937 3.962
C 1.197 6.187 4.021
C 2.270 6.486 3.193
C 2.721 5.533 2.291
C 2.124 4.286 2.234
H 3.785 0.885 7.460
H 2.634 -0.709 8.966
H 0.961 -2.284 8.046
H 0.472 -2.286 5.619
H 1.644 -0.737 4.122
H 4.345 -1.407 3.624
H 6.420 -2.684 3.430
H 8.579 -1.668 4.107
H 8.634 0.656 4.952
H 6.519 1.950 5.142
H -2.124 1.158 3.800
H -3.106 0.604 5.988
H -1.857 1.134 8.069
H 0.364 2.220 7.915
H 1.336 2.750 5.731
H -0.239 4.721 4.613
H 0.826 6.924 4.722
H 2.752 7.454 3.251
H 3.550 5.755 1.632
H 2.481 3.553 1.517
Cl 3.756 -4.041 2.293
C 3.215 -3.509 0.646
Cl 4.414 -2.434 -0.071
C 1.781 -2.905 0.764
O 0.919 -3.769 0.974
O 1.695 -1.670 0.642
H 3.163 -4.416 0.051
N -0.571 -1.372 -0.591
C -1.310 -2.383 -0.509
C -1.963 -2.735 0.817
C -3.080 -3.718 0.715
C -3.353 -4.378 -0.409
C -2.570 -4.144 -1.626
C -1.597 -3.225 -1.687
H -1.132 -3.181 1.393
H -3.647 -3.892 1.621
H -4.152 -5.108 -0.441
H -2.803 -4.732 -2.507
H -1.037 -3.013 -2.585

Cartesian forces, eV/Å:
-1.54 -2.06 1.26
-0.01 0.00 0.03
-0.13 0.13 0.26
-0.03 0.10 -0.10
-0.12 0.03 0.05
0.09 -0.34 0.05
0.39 0.71 -0.02
0.03 -0.11 -0.17
-0.16 -0.03 -0.05
-0.02 0.00 0.02
-0.02 -0.01 0.00
0.06 0.01 -0.02
-0.01 -0.04 -0.03
0.10 -0.10 0.05
-0.01 0.06 0.07
0.08 0.11 0.15
-0.17 0.03 -0.13
0.27 0.09 -0.26
0.49 -0.23 -0.54
0.09 0.01 0.19
-0.07 -0.04 -0.21
0.01 -0.06 0.10
-0.06 -0.05 0.02
0.14 0.00 -0.10
-0.05 -0.02 0.05
0.23 -0.02 0.02
0.01 0.06 -0.04
0.02 0.01 -0.09
-0.34 0.37 0.13
0.02 0.01 0.04
0.00 0.02 -0.02
0.00 0.00 -0.02
-0.03 0.01 -0.01
-0.06 -0.07 0.00
0.08 -0.03 0.01
-0.03 0.01 -0.06
0.00 0.05 -0.02
-0.05 -0.02 0.03
-0.02 0.01 0.01
0.01 0.01 0.02
0.01 0.04 0.01
0.01 0.03 0.07
-0.04 0.04 -0.01
0.09 0.01 0.01
-0.03 0.00 0.00
0.02 -0.02 -0.01
-0.04 0.03 0.00
0.04 0.20 -0.16
-0.14 -0.13 -0.01
0.08 0.02 -0.11
0.13 0.00 -0.04
-0.10 0.06 0.12
0.12 -0.09 0.06
-0.18 0.32 0.12
-0.18 -0.01 -0.04
0.07 0.07 -0.07
-0.06 0.00 0.03
0.00 0.01 0.00
0.05 -0.03 0.05
0.16 -0.06 -0.08
0.01 -0.07 -0.02
-0.08 0.04 0.04
0.05 0.02 -0.03
-0.04 -0.01 0.05
0.03 0.02 -0.04
0.03 -0.01 -0.08
0.01 0.01 0.00
0.00 -0.01 0.02
-0.01 -0.01 0.02
-0.02 -0.03 -0.01
-0.02 -0.03 -0.03
-0.03 -0.03 0.01
-0.03 -0.04 -0.01
0.02 -0.01 -0.01
0.01 0.00 0.01
0.00 -0.02 0.00
-0.04 -0.11 -0.05
0.00 -0.03 -0.05
0.00 -0.02 0.01
0.02 0.01 0.02
0.05 0.09 0.02
0.01 -0.04 0.03
0.00 0.03 0.02
0.00 0.04 0.00
0.02 0.01 0.00
0.02 0.07 0.04
-0.05 0.08 -0.16
0.11 -0.09 0.09
-0.02 -0.06 0.05
-0.17 -0.27 0.03
-0.01 0.13 -0.05
0.16 0.46 -0.09
0.04 0.06 0.06
0.52 0.38 -0.42
-0.03 0.09 -0.22
0.25 0.12 -0.10
-0.08 0.06 0.05
0.19 0.05 -0.16
0.05 0.08 0.12
-0.06 -0.03 0.31
-0.09 -0.07 -0.07
-0.03 0.03 0.02
-0.02 -0.02 0.02
0.00 0.00 -0.03
0.01 0.01 -0.02

total charge	-2
energy above the lowest of the compared OMol25 structures with the same formula, charge and spin	200.2	kJ/mol
E_LUMO (alpha / beta)	3.912 / 3.102	eV
orbital gap (alpha / beta)	6.109 / 5.531	eV
multiplicity	3

***

Among the records above, which one has the lowest total charge?
C43H36Cl2N8O8P2S3Se2W

***

The lowest energy above the lowest of the compared OMol25 structures with the same formula, charge and spin belongs to which entry?
C25H32N2O6

***

Among the records above, which one has the lowest total charge?
C43H36Cl2N8O8P2S3Se2W

***

The highest energy above the lowest of the compared OMol25 structures with the same formula, charge and spin belongs to which entry?
C35H60CaF12O30P2